Here is one molecule with the formula C4H6O2 from the Open Molecules 2025 dataset. Energies are from the ωB97M-V functional and the def2-TZVPD basis.

Properties
Highest occupied orbital energy: -9.78 eV
Multiplicity: 1
E: -306.46408 Ha
Molecular weight: 86.090 g/mol
Gap between HOMO and LUMO: 10.7 eV
Energy relative to the best compared isomer or geometry (same formula, charge and spin): 26.5 kcal per mole
Lowest unoccupied orbital energy: 0.032 Eh
SMILES: O=C1CCOC1
Net charge: 0

Each line ends with the natural charge from an NBO analysis.
Element x y z (Å)
O1 0.75 2.00 0.83  -0.52
C1 0.42 1.02 0.21  0.58
C2 -0.97 0.54 -0.14  -0.55
C3 -0.79 -0.99 -0.07  -0.06
O2 0.59 -1.27 -0.32  -0.52
C4 1.37 -0.12 -0.07  -0.19
H1 -1.23 0.88 -1.14  0.24
H2 -1.70 0.92 0.58  0.24
H3 -1.06 -1.38 0.91  0.17
H4 -1.42 -1.51 -0.81  0.19
H5 2.11 -0.02 -0.87  0.21
H6 1.91 -0.07 0.89  0.20